No. 1
Entry from the OMol25 dataset: 6 unconnected molecules or ions with the total composition C25H46BrN2O15 in a non-equilibrium geometry (ωB97M-V/def2-TZVPD).

The geometry in XYZ format:
```
89
C25H46BrN2O15 | the OMol25 dataset | ωB97M-V/def2-TZVPD
O 4.141 3.441 2.135
N 4.509 2.525 1.509
O 4.557 2.808 0.137
C 3.824 1.767 -0.597
N 2.432 2.006 -0.614
C 1.654 1.319 0.406
C 0.199 1.848 0.373
C 0.136 3.331 0.122
O 0.729 4.149 0.720
Br -1.094 3.889 -1.335
C 1.553 -0.222 0.195
O 0.517 -0.749 0.683
O 2.473 -0.796 -0.425
H 4.099 0.806 -0.171
H 4.215 1.816 -1.603
H 2.049 1.862 -1.538
H 2.020 1.524 1.408
H -0.314 1.652 1.304
H -0.291 1.338 -0.444
O 0.745 -7.348 3.516
C 1.233 -6.287 3.208
O 0.446 -5.304 2.780
C 0.940 -3.964 2.537
C 1.543 -3.805 1.163
C 2.732 -6.081 3.231
H 1.626 -3.669 3.322
H 0.069 -3.318 2.624
H 2.415 -4.450 1.023
H 1.846 -2.770 1.014
H 0.822 -4.067 0.388
H 3.154 -6.490 2.314
H 3.133 -6.627 4.082
H 3.034 -5.042 3.334
O -2.741 1.160 0.297
C -3.160 0.040 0.328
O -4.468 -0.147 0.662
C -5.106 -1.417 0.573
C -4.861 -2.268 1.803
C -2.272 -1.153 0.088
H -4.815 -1.931 -0.345
H -6.170 -1.196 0.485
H -3.802 -2.491 1.930
H -5.405 -3.211 1.731
H -5.192 -1.737 2.696
H -1.722 -1.378 1.000
H -1.545 -0.896 -0.676
H -2.803 -2.043 -0.247
O -2.846 2.806 -3.843
C -3.988 3.014 -3.556
O -4.880 2.005 -3.673
C -6.217 2.093 -3.186
C -7.142 2.769 -4.178
C -4.463 4.386 -3.134
H -6.238 2.572 -2.206
H -6.530 1.061 -3.035
H -6.844 3.800 -4.367
H -8.167 2.771 -3.803
H -7.118 2.243 -5.132
H -4.628 4.988 -4.026
H -3.675 4.841 -2.538
H -5.367 4.382 -2.530
O 3.042 1.735 -3.806
C 2.362 2.058 -4.740
O 1.069 2.344 -4.536
C 0.212 2.908 -5.530
C -0.365 1.843 -6.438
C 2.917 2.076 -6.149
H 0.728 3.696 -6.084
H -0.592 3.386 -4.975
H 0.414 1.320 -6.996
H -1.061 2.287 -7.151
H -0.896 1.100 -5.843
H 2.898 1.060 -6.542
H 3.948 2.417 -6.099
H 2.385 2.735 -6.830
O 1.815 -3.285 5.382
C 2.571 -2.403 5.683
O 3.599 -2.142 4.858
C 4.459 -1.008 5.000
C 5.578 -1.266 5.989
C 2.437 -1.643 6.981
H 3.882 -0.117 5.248
H 4.873 -0.844 4.007
H 5.194 -1.455 6.993
H 6.248 -0.407 6.034
H 6.150 -2.143 5.688
H 2.886 -2.234 7.778
H 1.377 -1.517 7.188
H 2.888 -0.654 6.969
```

Summary:
- charge = -1
- HOMO energy (eV) = -4.84
- HOMO-LUMO gap (eV) = 7.07
- electronic energy (a.u.) = -4792.3293
- E_LUMO (eV) = 2.2



No. 2
Entry from the OMol25 dataset: 2 unconnected molecules or ions with the total composition C6H12O (ωB97M-V/def2-TZVPD).

The geometry in XYZ format:
```
19
C6H12O | the OMol25 dataset | ωB97M-V/def2-TZVPD
C 0.052 2.083 0.476
C -1.226 1.263 0.285
C -1.314 0.085 1.214
C -1.622 -1.155 0.843
C 0.994 -1.798 -0.870
C 1.825 -0.966 -1.795
O 1.515 -1.677 0.336
H 0.059 2.957 -0.183
H 0.941 1.478 0.264
H 0.136 2.444 1.508
H -1.305 0.915 -0.754
H -2.093 1.915 0.460
H -1.118 0.296 2.268
H -1.792 -1.419 -0.199
H -1.683 -1.968 1.563
H 2.091 -1.597 -2.651
H 2.714 -0.506 -1.339
H 1.144 -0.198 -2.191
H 0.929 -2.157 0.943
```

Summary:
- energy relative to the best compared isomer or geometry (same formula, charge and spin) (kJ/mol) = 338.33
- charge = 0
- HOMO energy (eV) = -8.40
- HOMO-LUMO gap (eV) = 9.39
- electronic energy (a.u.) = -310.9304
- E_LUMO (eV) = 1.0